The following is a quantum chemistry calculation of C14H22BrCl3CsF3MgN5NaO9PS as an isolated structure in a non-equilibrium geometry, from the OMol25 dataset.

Summary:
Frontier orbital gap in eV: 1.59
Multiplicity: 1
HOMO in eV: -4.27
Max |F| in eV Å⁻¹: 4.56
Charge: -1
Electronic energy in eV: -187033.1242

Positions of all 62 atoms, in Å:
N1 -1.025 2.102 1.807
C1 -0.669 1.430 -5.020
Cl1 -1.091 -8.519 -2.153
C2 -1.044 1.433 -7.237
C3 -1.409 2.028 3.142
H1 -0.833 2.434 -4.620
H2 1.943 3.166 1.033
O1 -0.051 1.510 -6.301
H3 -1.907 -0.375 -5.344
C4 0.745 -2.109 -1.586
H4 1.611 5.795 0.576
P1 -3.254 1.840 3.364
C5 -1.963 0.727 -5.341
H5 2.056 1.411 0.960
H6 0.013 -0.081 0.694
H7 2.940 -0.141 -0.230
H8 0.230 3.318 -0.550
O2 3.010 -3.759 8.291
H9 2.775 1.903 2.940
H10 -1.560 2.078 0.952
Cs1 -1.514 4.625 3.772
H11 -3.729 1.469 2.090
Mg1 -0.887 -1.185 -3.181
H12 4.044 -2.203 -1.388
O3 -0.880 1.568 -8.396
C6 0.816 2.395 -0.565
S1 1.958 -2.729 8.283
N2 1.040 -0.964 -0.885
C7 1.352 2.246 0.841
C8 1.917 -2.747 -1.891
H13 -3.438 0.704 4.171
F1 -0.996 -3.454 -0.833
H14 1.639 2.618 -1.237
O4 0.725 -3.300 7.693
C9 -0.029 -0.111 -0.397
F2 -2.934 1.114 -4.487
N3 -0.337 2.076 4.049
O5 1.672 -2.308 9.669
Cl2 0.196 -6.206 -0.948
H15 0.198 1.069 -2.137
Na1 2.128 0.674 5.032
O6 2.396 -1.564 7.481
H16 -0.269 -2.554 -1.866
H17 1.989 -3.686 -2.414
H18 -0.049 0.866 -4.305
O7 1.583 4.985 0.056
O8 -3.976 3.054 3.872
N4 0.300 2.187 1.881
H19 -0.956 -0.656 -0.626
Cl3 -1.945 -7.563 0.462
H20 -2.032 -6.413 -1.612
F3 -2.722 -4.819 -2.426
H21 2.257 2.626 4.436
Br1 -3.381 3.501 -4.119
C10 2.388 -0.904 -0.757
H22 -1.132 1.622 -1.169
N5 2.029 2.236 3.531
C11 2.994 -1.977 -1.359
C12 -0.102 1.255 -1.095
C13 0.730 2.182 3.163
O9 -2.247 1.167 -6.644
C14 -1.312 -7.087 -1.121

Atoms 1-2, force components in eV/Å:
N 0.101 -0.103 2.067
C 0.352 0.224 -0.185